# 1
# C3H12N2

A 2-piece molecular cluster, C3H12N2 overall in a non-equilibrium geometry (the ωB97M-V functional and the def2-TZVPD basis, the Open Molecules 2025 dataset).

Computed properties:
Kohn-Sham gap = 9.742 eV
2S+1 = 1
Total charge = 0
Highest occupied orbital energy = -8.56 eV
Maximum force = 4.7 eV/Å
SMILES = CNC.CN
Lowest unoccupied orbital energy = 1.184 eV
Energy above the lowest of the compared OMol25 structures with the same formula, charge and spin = 52.3 kcal per mole

Cartesian coordinates (Å):
C: -2.666 -2.814 -1.134
N: -2.815 -1.486 -0.410
C: -4.184 -1.185 -0.199
H: -2.870 -2.656 -2.242
H: -1.757 -3.402 -1.137
H: -3.239 -3.515 -0.565
H: -2.318 -1.246 0.571
H: -4.472 -0.097 0.313
H: -4.716 -1.948 0.535
H: -4.883 -1.227 -1.080
C: 5.440 2.968 0.767
N: 3.980 2.445 0.933
H: 5.921 3.011 -0.178
H: 5.993 2.419 1.565
H: 5.400 3.949 1.242
H: 3.352 3.194 0.626
H: 3.832 1.590 0.392

---

# 2
# C36H37NP2Sn

C36H37NP2Sn as an isolated structure in a non-equilibrium geometry (the ωB97M-V functional and the def2-TZVPD basis, the Open Molecules 2025 dataset).

Computed properties:
Kohn-Sham gap (spin up / spin down) = 4.866 / 5.598 eV
2S+1 = 1
Total charge = +2
Highest occupied orbital energy (spin up / spin down) = -12.04 / -12.57 eV
Maximum force = 3.0 eV/Å
Lowest unoccupied orbital energy (spin up / spin down) = -7.170 / -6.976 eV
Energy above the lowest of the compared OMol25 structures with the same formula, charge and spin = 21.7 kcal per mole

Cartesian coordinates (Å):
Sn: -1.056 0.051 -1.930
C: 0.291 2.356 -2.388
C: 0.799 2.467 -1.132
C: 0.123 3.192 -0.010
C: -1.398 2.990 0.047
C: -1.976 1.681 -0.375
C: -2.596 1.599 -1.673
C: -2.265 2.593 -2.763
C: -0.849 3.223 -2.835
C: -0.621 -2.392 -0.853
H: 0.961 1.957 -3.162
H: 1.837 2.138 -0.895
H: 0.333 4.294 0.019
H: 0.597 2.801 0.908
H: -1.645 3.165 1.097
H: -1.860 3.806 -0.515
H: -2.385 1.084 0.448
H: -3.609 1.255 -1.737
H: -2.942 3.460 -2.643
H: -2.502 2.213 -3.769
H: -0.755 3.480 -3.897
H: -0.797 4.228 -2.350
H: -1.125 -2.766 -1.772
H: -1.006 -2.989 0.023
H: 0.436 -2.633 -0.855
P: 2.475 -0.493 0.329
P: -1.698 -1.592 1.156
C: 0.958 0.000 1.118
C: -0.363 -0.416 1.295
C: 3.825 0.193 1.251
C: 3.857 1.455 1.871
C: 5.008 1.819 2.590
C: 6.097 0.932 2.681
C: 6.030 -0.320 2.045
C: 4.901 -0.701 1.339
C: 3.004 -0.028 -1.370
C: 2.133 -0.432 -2.393
C: 2.392 -0.131 -3.725
C: 3.621 0.434 -4.065
C: 4.534 0.799 -3.067
C: 4.229 0.590 -1.719
C: -2.219 -2.212 2.747
C: -1.276 -2.321 3.793
C: -1.690 -2.799 5.038
C: -3.020 -3.141 5.280
C: -3.955 -2.974 4.265
C: -3.582 -2.482 3.009
C: -3.274 -1.474 0.175
C: -3.492 -2.619 -0.633
C: -4.011 -2.463 -1.913
C: -4.775 -1.315 -2.170
C: -4.972 -0.401 -1.128
C: -4.156 -0.390 0.007
H: 1.178 0.895 1.745
H: -0.845 0.313 1.972
H: 2.984 2.106 1.795
H: 5.041 2.786 3.103
H: 6.977 1.176 3.292
H: 6.836 -1.052 2.084
H: 4.823 -1.689 0.874
H: 1.195 -0.938 -2.101
H: 1.641 -0.291 -4.505
H: 3.868 0.599 -5.111
H: 5.469 1.301 -3.349
H: 4.898 0.971 -0.939
H: -0.239 -2.036 3.597
H: -0.942 -2.926 5.808
H: -3.306 -3.533 6.259
H: -4.993 -3.249 4.443
H: -4.322 -2.317 2.218
H: -3.186 -3.598 -0.255
H: -3.894 -3.249 -2.662
H: -5.241 -1.174 -3.151
H: -5.705 0.394 -1.243
H: -4.204 0.450 0.721
N: 2.829 -3.428 0.268
C: 2.569 -2.284 0.346

---

# 3
# C10H15N5O4

One molecule with the formula C10H15N5O4 in a non-equilibrium geometry (the ωB97M-V functional and the def2-TZVPD basis, the Open Molecules 2025 dataset).

Computed properties:
Kohn-Sham gap = 9.654 eV
2S+1 = 1
Total charge = 0
Highest occupied orbital energy = -9.16 eV
Maximum force = 2.0 eV/Å
SMILES = NC(=O)C[C@H](N)C(=O)N[C@@H](Cc1c[nH]cn1)C(=O)O
Lowest unoccupied orbital energy = 0.493 eV
Energy above the lowest of the compared OMol25 structures with the same formula, charge and spin = 23.1 kcal per mole

Cartesian coordinates (Å):
N: -4.199 1.842 -0.125
C: -3.189 1.024 -0.467
O: -2.200 1.426 -1.062
C: -3.427 -0.431 -0.050
C: -2.088 -1.236 -0.138
N: -2.368 -2.657 0.081
C: -1.077 -0.730 0.969
O: -1.476 -0.171 1.994
N: 0.267 -0.948 0.748
C: 0.939 -1.256 -0.508
C: 1.136 0.006 -1.365
C: 1.741 1.142 -0.546
C: 1.657 2.478 -0.804
N: 2.333 3.135 0.206
C: 2.810 2.141 1.001
N: 2.460 0.958 0.566
C: 2.295 -1.991 -0.320
O: 2.628 -2.909 -1.018
O: 3.043 -1.548 0.664
H: -4.041 2.812 -0.322
H: -4.914 1.644 0.565
H: -4.155 -0.858 -0.741
H: -3.866 -0.524 0.942
H: -1.669 -1.142 -1.144
H: -1.479 -3.168 0.149
H: -2.767 -2.779 1.001
H: 0.819 -0.478 1.480
H: 0.348 -1.994 -1.076
H: 0.162 0.323 -1.747
H: 1.807 -0.241 -2.199
H: 1.118 2.916 -1.645
H: 2.407 4.136 0.357
H: 3.297 2.397 1.921
H: 2.742 -0.615 0.867

---

# 4
# C24H35N3O4S

C24H35N3O4S as an isolated structure in a non-equilibrium geometry (the ωB97M-V functional and the def2-TZVPD basis, the Open Molecules 2025 dataset).

Computed properties:
Kohn-Sham gap = 8.333 eV
2S+1 = 1
Total charge = 0
Highest occupied orbital energy = -7.80 eV
Maximum force = 19.5 eV/Å
Lowest unoccupied orbital energy = 0.531 eV
Energy above the lowest of the compared OMol25 structures with the same formula, charge and spin = 565.9 kcal per mole

Cartesian coordinates (Å):
C: -8.274 -1.778 -0.209
H: -8.421 -0.973 -0.985
O: -6.833 -2.106 -0.475
C: -5.942 -1.319 -0.248
C: -6.166 -0.142 0.009
C: -5.161 0.779 0.417
C: -3.888 0.293 0.349
C: -3.636 -0.888 -0.325
C: -4.748 -1.721 -0.490
H: -4.509 -2.818 -0.704
H: -2.683 -1.101 -0.352
N: -2.840 1.390 0.348
C: -2.694 2.383 -0.363
H: -3.711 3.026 -0.334
C: -1.887 3.549 0.414
N: -0.602 3.032 0.864
S: 0.542 3.078 -0.517
O: 0.629 1.950 -1.214
O: 0.197 4.492 -1.389
C: 2.026 3.696 0.414
C: 3.229 3.231 -0.613
N: 3.191 1.906 -0.603
C: 3.589 1.081 0.323
O: 3.969 1.421 1.502
C: 3.390 -0.355 -0.238
C: 2.619 -1.054 1.143
C: 2.405 -2.775 1.019
C: 1.753 -2.755 -0.340
C: 2.491 -2.416 -1.343
C: 3.985 -3.075 -1.341
C: 4.637 -2.595 -0.132
C: 3.744 -3.266 0.942
H: 4.289 -2.976 2.043
H: 3.657 -4.454 0.966
C: 4.743 -1.259 0.056
H: 5.303 -0.737 1.034
H: 5.423 -0.797 -0.931
H: 5.617 -3.150 0.216
H: 3.832 -4.074 -1.504
H: 4.446 -2.544 -2.146
C: 2.801 -0.938 -1.168
H: 1.594 -0.321 -1.146
H: 3.230 -0.538 -2.130
H: 2.037 -2.752 -2.383
H: 0.618 -2.401 -0.412
H: 1.750 -4.062 -0.422
H: 1.866 -3.078 1.891
H: 1.678 -0.758 1.161
H: 3.031 -0.723 2.000
H: 2.540 1.556 -1.421
H: 4.207 3.549 -0.014
H: 3.296 3.791 -1.537
H: 2.234 3.184 1.147
H: 2.084 4.637 0.558
C: -0.405 1.676 1.449
H: 0.553 1.488 1.561
C: -1.423 0.686 0.498
H: -1.524 -0.179 1.188
H: -0.914 0.657 -0.396
H: -0.739 1.830 2.651
H: -1.730 4.437 -0.084
H: -2.267 3.727 1.621
H: -2.212 2.461 -1.314
H: -5.434 1.851 0.793
H: -7.160 0.321 0.352
H: -8.492 -1.535 0.770
H: -8.930 -2.748 -0.475

---

# 5
# C28H53BFN8O

A 7-piece molecular cluster, C28H53BFN8O overall in a non-equilibrium geometry (the ωB97M-V functional and the def2-TZVPD basis, the Open Molecules 2025 dataset).

Computed properties:
Kohn-Sham gap = 4.841 eV
2S+1 = 1
Total charge = -1
Highest occupied orbital energy = -2.82 eV
Maximum force = 1.6 eV/Å
Lowest unoccupied orbital energy = 2.019 eV

Cartesian coordinates (Å):
C: -1.987 4.068 -0.975
N: -2.668 2.982 -0.308
C: -4.067 2.993 -0.650
B: -2.026 1.657 -0.506
O: -0.566 1.651 -0.381
N: -2.750 0.490 -0.731
C: -2.097 -0.461 -1.583
C: -1.942 -0.028 -3.024
F: -3.158 0.044 -3.671
H: -2.349 5.017 -0.573
H: -2.211 4.108 -2.055
H: -0.911 4.012 -0.875
H: -4.588 2.125 -0.280
H: -4.548 3.876 -0.208
H: -4.244 3.066 -1.730
H: -0.220 1.581 -1.275
H: -1.117 -0.820 -1.216
H: -2.730 -1.357 -1.630
H: -1.383 0.899 -3.151
H: -1.373 -0.815 -3.541
C: -6.215 -1.191 -3.290
C: -6.635 -2.264 -4.288
C: -7.439 -1.708 -5.468
C: -8.686 -1.076 -5.013
N: -9.658 -0.596 -4.656
H: -7.079 -0.711 -2.827
H: -5.618 -1.627 -2.491
H: -5.612 -0.422 -3.772
H: -7.225 -3.027 -3.774
H: -5.742 -2.757 -4.677
H: -7.698 -2.508 -6.163
H: -6.853 -0.966 -6.011
C: 1.618 3.173 2.015
C: 1.134 3.899 3.261
C: -0.100 4.767 2.987
C: 0.206 5.808 1.996
N: 0.464 6.621 1.237
H: 1.931 3.873 1.240
H: 2.475 2.537 2.245
H: 0.823 2.545 1.607
H: 1.939 4.520 3.664
H: 0.886 3.160 4.028
H: -0.435 5.256 3.903
H: -0.923 4.156 2.609
C: 1.820 -1.852 -7.831
C: 0.691 -0.876 -7.521
C: 0.400 -0.755 -6.022
C: -0.007 -2.049 -5.462
N: -0.323 -3.060 -5.036
H: 1.570 -2.865 -7.513
H: 2.014 -1.885 -8.904
H: 2.744 -1.555 -7.330
H: -0.214 -1.195 -8.043
H: 0.952 0.111 -7.907
H: -0.403 -0.039 -5.846
H: 1.284 -0.407 -5.487
C: 1.712 4.915 7.801
C: 0.797 3.710 7.614
C: 1.515 2.375 7.838
C: 2.619 2.215 6.884
N: 3.467 2.102 6.133
H: 2.527 4.913 7.077
H: 1.154 5.842 7.662
H: 2.144 4.928 8.804
H: 0.374 3.732 6.608
H: -0.039 3.779 8.314
H: 0.821 1.544 7.706
H: 1.919 2.319 8.850
C: 3.969 -0.243 3.897
C: 4.207 -1.744 3.767
C: 4.420 -2.195 2.318
C: 3.241 -1.886 1.497
N: 2.322 -1.645 0.863
H: 3.060 0.063 3.377
H: 3.857 0.037 4.939
H: 4.807 0.324 3.485
H: 3.358 -2.281 4.195
H: 5.088 -2.021 4.350
H: 4.601 -3.270 2.276
H: 5.285 -1.691 1.885
C: 2.640 -7.269 0.722
C: 3.009 -5.823 0.411
C: 4.389 -5.679 -0.236
C: 5.441 -6.187 0.656
N: 6.258 -6.574 1.354
H: 3.330 -7.712 1.443
H: 1.640 -7.322 1.152
H: 2.651 -7.880 -0.183
H: 2.975 -5.238 1.332
H: 2.262 -5.400 -0.262
H: 4.597 -4.631 -0.453
H: 4.432 -6.232 -1.175

---

# 6
# C4H5NO3

One molecule with the formula C4H5NO3 in a non-equilibrium geometry (the ωB97M-V functional and the def2-TZVPD basis, the Open Molecules 2025 dataset).

Computed properties:
Kohn-Sham gap = 10.175 eV
2S+1 = 1
Total charge = 0
Highest occupied orbital energy = -10.38 eV
Maximum force = 8.3 eV/Å
SMILES = O=CCN(C=O)C=O
Lowest unoccupied orbital energy = -0.202 eV
Energy above the lowest of the compared OMol25 structures with the same formula, charge and spin = 68.3 kcal per mole

Cartesian coordinates (Å):
O: 1.854 -0.765 -1.107
C: 1.979 -0.460 0.120
C: 0.942 0.126 1.053
N: -0.349 0.004 0.198
C: -1.133 -1.211 0.312
O: -2.177 -1.295 -0.333
C: -0.845 1.263 -0.101
O: -0.346 2.363 -0.323
H: 3.021 -0.558 0.708
H: 1.163 1.072 1.257
H: 0.434 -0.436 1.929
H: -0.548 -1.996 0.721
H: -1.919 1.151 -0.203